Entry 1:
DFT (ωB97M-V/def2-TZVPD) results for a structure of composition C15H14N4O4Re in a non-equilibrium geometry.

ORCA input file:
```
! RIJCOSX wB97M-V def2-TZVPD def2/J DEFGRID3
* xyz 2 2
Re -0.09 0.04 0.18
O 1.37 3.84 -0.46
C 1.21 2.66 -0.34
N 0.18 2.02 0.35
C -0.51 2.80 1.29
O -0.62 3.99 1.30
C -1.00 1.87 2.37
C -1.54 2.32 3.57
C -1.78 1.40 4.58
C -1.50 0.06 4.35
C -1.02 -0.33 3.10
N -0.78 0.56 2.13
C 2.16 1.61 -0.88
C 3.28 1.96 -1.60
C 4.12 0.94 -2.05
C 3.79 -0.37 -1.76
C 2.64 -0.64 -1.03
N 1.84 0.34 -0.60
H -1.73 3.38 3.70
H -2.16 1.73 5.53
H -1.63 -0.68 5.12
H -0.80 -1.37 2.89
H 3.48 3.00 -1.81
H 5.00 1.18 -2.63
H 4.41 -1.19 -2.09
H 2.35 -1.66 -0.79
N -2.37 -0.13 -0.33
C -2.95 -1.46 -0.68
C -2.27 -2.61 0.05
C -0.86 -2.81 -0.58
O -0.59 -3.77 -1.23
O -0.08 -1.81 -0.32
H -2.92 0.28 0.43
H -2.51 0.49 -1.13
H -2.85 -1.62 -1.76
H -4.02 -1.46 -0.44
H -2.83 -3.53 -0.10
H -2.15 -2.41 1.11
*
```

Properties
energy = -32046.98875 eV
⟨S²⟩ = 0.7798
Kohn-Sham gap (alpha / beta) = 6.7 / 7.2 eV
M = 500.51 g/mol

natural (NBO) atomic charge list, values in e, 2 entries: 1.667, -0.396

=====

Entry 2:
DFT (ωB97M-V/def2-TZVPD) results for a structure of composition C15H14N6O2PtS2 in a non-equilibrium geometry.

ORCA input file:
```
! RIJCOSX wB97M-V def2-TZVPD def2/J DEFGRID3
* xyz 2 1
Pt 0.02 0.14 -0.01
C -1.01 -4.45 -2.46
N 0.29 -3.81 -2.39
C 1.42 -4.21 -3.08
C 2.40 -3.34 -2.78
N 1.86 -2.38 -1.92
C 0.56 -2.71 -1.68
S -0.64 -2.07 -0.65
C 2.60 -1.24 -1.50
C 3.80 -0.95 -2.13
C 4.54 0.14 -1.72
C 4.08 0.93 -0.67
C 2.87 0.59 -0.11
N 2.14 -0.47 -0.52
H -0.93 -5.35 -3.07
H -1.74 -3.78 -2.91
H -1.36 -4.73 -1.47
H 1.44 -5.08 -3.71
H 3.42 -3.36 -3.09
H 4.17 -1.55 -2.95
H 5.48 0.37 -2.21
H 4.63 1.78 -0.31
H 2.47 1.16 0.72
S -0.76 0.27 4.62
C -0.38 0.35 3.06
N -0.07 0.40 1.94
C -3.17 4.78 -0.42
N -2.34 3.70 -0.96
C -2.02 3.62 -2.28
C -1.24 2.63 -2.80
C -0.76 1.68 -1.89
O 0.01 0.68 -2.11
N -1.09 1.78 -0.60
C -1.87 2.76 -0.03
O -2.14 2.83 1.14
H -3.41 5.49 -1.21
H -2.65 5.28 0.39
H -4.09 4.36 0.00
H -2.42 4.40 -2.91
H -0.98 2.59 -3.84
*
```

Properties
energy = -53718.02600 eV
Kohn-Sham gap (alpha / beta) = 4.6 / 4.6 eV
M = 569.53 g/mol
ΔE to the lowest compared entry with this formula, charge and spin = 103.5 kJ/mol

natural (NBO) atomic charge list, values in e, 2 entries: 1.296, -0.425

=====

Entry 3:
DFT (ωB97M-V/def2-TZVPD) results for a structure of composition C15H15B2F2FeN6O in a non-equilibrium geometry.

ORCA input file:
```
! RIJCOSX wB97M-V def2-TZVPD def2/J DEFGRID3
* xyz -1 5
Fe 10.78 7.18 6.48
O 12.77 7.56 6.35
C 13.53 8.39 5.80
C 14.93 8.10 5.58
C 15.79 8.97 5.04
C 15.39 10.31 4.77
C 14.04 10.58 4.86
C 13.07 9.63 5.28
C 11.60 9.96 5.23
N 10.56 9.21 5.57
C 9.43 9.97 5.24
C 9.79 11.09 4.57
N 11.16 11.11 4.60
H 15.25 7.07 5.83
H 16.82 8.73 4.79
H 16.04 11.05 4.34
H 13.71 11.63 4.67
H 8.40 9.55 5.40
H 9.18 11.90 4.17
H 11.64 11.93 4.40
B 8.51 7.74 9.47
N 7.91 7.67 8.03
C 6.65 7.95 7.73
C 6.44 7.67 6.41
C 7.67 7.17 5.94
N 8.57 7.15 6.95
N 9.74 8.63 9.30
C 9.84 9.81 9.90
C 11.05 10.41 9.53
C 11.66 9.41 8.68
N 10.85 8.35 8.54
H 7.67 8.37 9.97
H 8.81 6.56 9.81
H 5.93 8.26 8.46
H 5.48 7.80 5.85
H 7.92 6.82 4.96
H 9.01 10.27 10.40
H 11.43 11.37 9.74
H 12.61 9.42 8.18
F 11.35 4.92 4.36
B 10.57 5.95 4.74
F 9.67 6.17 3.76
*
```

Properties
energy = -67967.25975 eV
⟨S²⟩ = 6.0134
Kohn-Sham gap (alpha / beta) = 6.7 / 7.3 eV
M = 410.79 g/mol

natural (NBO) atomic charge list, values in e, 2 entries: 1.290, -0.804

=====

Entry 4:
DFT (ωB97M-V/def2-TZVPD) results for a cluster of 2 separate species, C15H15BO14PS in total in a non-equilibrium geometry.

ORCA input file:
```
! RIJCOSX wB97M-V def2-TZVPD def2/J DEFGRID3
* xyz -1 1
C -0.36 -1.21 -0.67
C -0.84 0.16 -1.22
C 0.34 0.77 -2.00
C 1.59 0.68 -1.39
C 2.72 1.22 -1.98
C 2.62 1.86 -3.21
C 1.38 1.96 -3.82
C 0.25 1.43 -3.22
C -2.04 -0.19 -2.07
O -2.65 0.94 -2.74
S -3.25 2.07 -1.83
O -3.26 3.26 -2.63
O -4.48 1.66 -1.24
C -2.03 2.33 -0.55
C -1.19 1.14 -0.07
P -1.90 0.33 1.41
O -2.92 -0.67 1.11
O -0.68 -0.16 2.30
O -2.50 1.54 2.28
H 0.12 -1.75 -1.48
H -1.22 -1.80 -0.36
H 0.34 -1.11 0.15
H 1.71 0.24 -0.42
H 3.67 1.16 -1.47
H 3.50 2.30 -3.67
H 1.29 2.48 -4.77
H -0.69 1.54 -3.73
H -1.76 -0.91 -2.83
H -2.80 -0.66 -1.44
H -2.59 2.82 0.25
H -1.36 3.07 -0.99
H -0.23 1.56 0.25
H -0.59 -1.13 2.29
H -1.82 2.21 2.43
B 1.68 -2.25 2.89
O 1.89 -1.24 3.94
C 2.59 -0.22 3.46
O 2.91 0.77 4.04
C 2.90 -0.54 1.98
O 3.46 0.18 1.20
O 2.37 -1.71 1.69
O 2.21 -3.56 3.28
C 1.24 -4.46 3.25
O 1.34 -5.62 3.52
C -0.06 -3.74 2.81
O -1.13 -4.24 2.67
O 0.25 -2.46 2.61
*
```

Properties
energy = -65275.26263 eV
Kohn-Sham gap = 9.8 eV
M = 493.12 g/mol

natural (NBO) atomic charge list, values in e, 2 entries: -0.631, -0.072

=====

Entry 5:
DFT (ωB97M-V/def2-TZVPD) results for a structure of composition C15H15Br2CuF5O15 in a non-equilibrium geometry.

ORCA input file:
```
! RIJCOSX wB97M-V def2-TZVPD def2/J DEFGRID3
* xyz 0 2
Cu 12.72 12.16 6.38
Br 11.73 11.26 8.60
Br 13.38 13.05 4.15
C 8.71 13.32 8.88
C 7.97 12.24 8.08
O 8.79 12.07 6.97
C 9.63 13.11 6.89
O 10.37 13.25 5.95
O 9.53 13.94 7.93
F 6.71 12.58 7.63
H 9.31 12.86 9.65
H 7.98 13.95 9.37
H 7.90 11.32 8.64
C 15.17 7.38 4.50
C 13.71 7.09 4.49
O 13.11 8.24 5.01
C 14.12 9.01 5.48
O 13.86 10.14 5.93
O 15.32 8.43 5.41
F 13.44 5.98 5.29
H 15.44 7.71 3.50
H 15.72 6.51 4.88
H 13.19 6.94 3.56
C 8.17 8.42 5.29
C 9.32 7.65 5.99
O 10.22 8.61 6.25
C 10.08 9.57 5.27
O 11.04 10.34 5.05
O 8.90 9.52 4.71
F 9.88 6.67 5.25
H 7.41 8.85 5.89
H 7.85 7.76 4.48
H 9.08 7.10 6.91
C 14.88 16.74 7.53
C 13.63 17.49 8.13
O 12.81 16.43 8.65
C 13.16 15.33 7.90
O 12.45 14.32 7.93
O 14.29 15.43 7.22
F 12.92 18.15 7.15
H 15.77 16.55 8.08
H 15.16 17.24 6.60
H 13.72 18.17 9.01
C 16.92 10.15 8.39
C 17.84 11.33 8.19
O 16.92 12.39 8.12
C 15.72 11.91 7.69
O 14.79 12.62 7.25
O 15.74 10.60 7.77
F 18.47 11.13 6.99
H 16.78 9.89 9.46
H 17.31 9.33 7.81
H 18.61 11.67 8.84
*
```

Properties
energy = -244823.50729 eV
⟨S²⟩ = 0.7528
Kohn-Sham gap (alpha / beta) = 8.6 / 6.8 eV
M = 753.61 g/mol

natural (NBO) atomic charge list, values in e, 2 entries: 1.373, -0.777

=====

Entry 6:
DFT (ωB97M-V/def2-TZVPD) results for a structure of composition C15H15BrIN11Tb.

ORCA input file:
```
! RIJCOSX wB97M-V def2-TZVPD def2/J DEFGRID3
* xyz 3 7
Tb 0.16 -0.61 -1.20
N 2.81 -1.15 -3.18
C 3.35 -1.10 -1.91
N 4.63 -0.95 -1.73
C 5.03 -0.94 -0.43
N 6.31 -0.85 -0.18
N 4.18 -1.05 0.64
C 2.92 -1.12 0.35
N 2.42 -1.13 -0.92
C 1.92 -1.17 1.44
C 2.29 -1.28 2.77
C 1.30 -1.38 3.74
C -0.03 -1.34 3.36
C -0.34 -1.19 2.02
N 0.61 -1.11 1.07
H 3.50 -1.01 -3.92
H 2.28 -2.00 -3.37
H 6.98 -0.80 -0.94
H 6.64 -0.86 0.77
H 3.34 -1.32 3.02
H 1.57 -1.49 4.78
H -0.83 -1.42 4.09
H -1.37 -1.15 1.68
N 1.46 3.94 -0.41
N 0.49 3.19 -1.01
N -0.59 3.73 -1.51
C -1.31 2.69 -1.89
N -0.67 1.55 -1.62
N 0.49 1.89 -1.04
H 1.34 4.91 -0.70
H 2.37 3.55 -0.60
H -2.28 2.76 -2.36
Br -5.91 -2.40 -2.14
C -5.44 -1.07 -0.92
C -6.44 -0.38 -0.24
C -6.13 0.61 0.67
C -4.81 0.95 0.93
C -3.79 0.28 0.28
C -4.13 -0.72 -0.63
I -2.61 -1.79 -1.62
H -7.47 -0.63 -0.44
H -6.93 1.13 1.18
H -4.58 1.73 1.64
H -2.75 0.53 0.48
*
```

Properties
energy = -132742.71727 eV
⟨S²⟩ = 12.6980
Kohn-Sham gap (alpha / beta) = 6.5 / 6.8 eV
M = 715.10 g/mol

Mulliken atomic charge list, values in e, 2 entries: 1.168, -0.472

=====

Entry 7:
DFT (ωB97M-V/def2-TZVPD) results for a structure of composition C15H15Cl2F6N3O7PdS2.

ORCA input file:
```
! RIJCOSX wB97M-V def2-TZVPD def2/J DEFGRID3
* xyz 2 1
Pd 0.38 0.47 -0.22
Cl 4.08 -6.14 1.30
C 2.95 -5.00 0.87
C 1.91 -5.35 0.00
C 1.00 -4.39 -0.33
Cl -0.27 -4.69 -1.35
C 1.10 -2.97 0.23
O 0.21 -2.20 0.01
C 2.27 -2.68 1.10
C 2.54 -1.29 1.60
O 1.96 -0.30 1.26
C 3.12 -3.66 1.41
H 1.84 -6.36 -0.39
H 3.38 -1.23 2.32
H 3.98 -3.49 2.05
F 2.25 2.88 0.11
C 2.20 3.30 -1.15
F 1.73 4.53 -1.19
F 3.39 3.23 -1.70
S 1.04 2.23 -2.12
O -0.22 2.18 -1.32
O 0.99 2.69 -3.45
N 1.66 0.75 -1.81
S 1.57 -0.45 -2.95
O 1.71 0.06 -4.27
O 0.54 -1.35 -2.56
C 3.16 -1.31 -2.58
F 4.19 -0.54 -2.80
F 3.17 -1.71 -1.28
F 3.22 -2.40 -3.33
C -1.27 2.43 3.03
N -2.27 2.07 2.03
C -3.48 2.91 2.02
C -4.59 2.24 1.24
C -4.05 1.78 -0.10
N -2.89 0.91 0.11
C -2.66 -0.15 -0.86
C -2.03 1.14 1.11
O -0.96 0.42 1.23
H -1.72 2.38 4.02
H -0.93 3.46 2.86
H -0.43 1.75 2.98
H -3.22 3.88 1.60
H -3.77 3.07 3.06
H -5.41 2.94 1.10
H -4.98 1.38 1.79
H -3.76 2.63 -0.73
H -4.80 1.21 -0.64
H -3.62 -0.53 -1.19
H -2.10 -0.96 -0.41
H -2.12 0.23 -1.74
*
```

Properties
energy = -101081.85541 eV
Kohn-Sham gap = 4.1 eV
M = 704.75 g/mol
ΔE to the lowest compared entry with this formula, charge and spin = 0.0 kJ/mol

natural (NBO) atomic charge list, values in e, 2 entries: 1.115, 0.310

=====

Entry 8:
DFT (ωB97M-V/def2-TZVPD) results for a structure of composition C15H15ClNOPd in a non-equilibrium geometry.

ORCA input file:
```
! RIJCOSX wB97M-V def2-TZVPD def2/J DEFGRID3
* xyz -2 4
C 2.10 -1.82 0.29
C 2.14 -2.12 -1.11
C 0.80 -2.38 -1.53
H 3.04 -2.02 -1.72
C -0.06 -2.21 -0.41
C 0.74 -1.87 0.72
H 0.42 -1.90 1.77
H 2.96 -1.64 0.94
H 0.45 -2.52 -2.56
H -1.15 -2.33 -0.38
Pd 0.96 -0.44 -0.78
Cl 2.34 1.34 0.59
C 0.98 1.91 -2.05
C -0.24 1.30 -2.45
C 0.05 0.07 -3.09
H -1.21 1.80 -2.42
C 1.49 -0.11 -3.08
C 2.06 1.05 -2.45
H 3.12 1.32 -2.42
H 1.09 2.91 -1.62
H -0.66 -0.51 -3.68
H 2.05 -0.81 -3.70
O -1.28 1.01 0.04
N -1.58 0.99 1.31
C -2.89 1.18 1.66
C -3.30 1.05 2.97
C -2.36 0.75 3.96
C -1.02 0.65 3.60
C -0.63 0.85 2.29
H -3.56 1.39 0.83
H -4.36 1.16 3.19
H -2.67 0.61 5.00
H -0.23 0.42 4.31
H 0.42 0.90 1.97
*
```

Properties
energy = -35330.72145 eV
⟨S²⟩ = 3.7704
Kohn-Sham gap (alpha / beta) = 3.5 / 5.7 eV
M = 367.16 g/mol
ΔE to the lowest compared entry with this formula, charge and spin = 32.2 kJ/mol

natural (NBO) atomic charge list, values in e, 2 entries: -0.282, -0.332

=====

Q: Among the records above, which one has the lowest M?
A: C15H15ClNOPd